A structure of composition C24H43Cl2N4O4SeSiV in a non-equilibrium geometry, computed with ωB97M-V/def2-TZVPD.

```
80
Properties=species:S:1:pos:R:3:forces:R:3
C 5.910 1.133 0.548 -0.1 0.3 0.0
C 4.628 1.394 -0.226 -0.3 1.8 0.6
H 6.595 0.470 -0.006 -0.3 0.2 0.2
H 5.700 0.689 1.522 0.1 0.1 -0.2
H 6.451 2.077 0.719 -0.2 -0.2 -0.1
C 4.730 2.053 -1.443 -0.5 -0.1 -0.4
C 5.994 2.590 -1.995 0.7 -0.2 -0.4
H 3.840 2.287 -2.011 0.0 0.2 0.2
H 6.618 1.801 -2.437 0.4 0.1 -0.1
H 6.618 3.125 -1.261 0.0 -0.1 -0.1
H 5.805 3.307 -2.805 -0.1 -0.1 0.1
V -1.318 -0.986 -0.174 -0.5 -1.4 -0.9
Cl 1.666 -1.747 -0.328 -0.4 -0.3 -0.2
C -3.352 0.977 0.372 1.0 -0.1 -1.0
O -3.069 0.002 -0.413 -0.7 0.8 0.8
N -3.409 2.239 -0.036 0.2 -0.9 0.0
C -3.302 2.599 -1.454 0.1 -0.1 0.0
C -3.276 3.312 0.938 -0.5 0.3 0.2
H -3.513 0.789 1.448 0.1 0.2 -0.3
H -3.577 1.733 -2.067 0.1 0.3 0.2
H -2.282 2.932 -1.707 -0.2 -0.2 0.2
H -3.990 3.432 -1.648 0.1 -0.3 0.1
H -3.228 2.876 1.939 0.1 0.2 -0.2
H -4.144 3.977 0.872 0.1 0.0 0.0
H -2.368 3.900 0.750 -0.1 -0.4 0.0
H -4.335 -1.549 1.983 0.0 -0.2 -0.3
H -3.229 -3.610 3.310 -0.1 -0.1 -0.3
C -4.611 -2.288 1.209 0.0 0.1 0.0
C -3.711 -4.177 2.499 0.1 -0.3 0.3
N -3.701 -3.426 1.262 0.7 0.0 -0.7
H -4.579 -1.842 0.210 0.0 -0.1 0.3
C -2.713 -3.614 0.371 -0.5 1.1 -0.1
O -2.448 -2.823 -0.576 -0.2 -0.6 0.7
H -3.175 -5.115 2.339 -0.1 0.0 0.2
H -2.113 -4.522 0.534 -0.2 0.2 0.0
H -5.621 -2.652 1.444 0.2 0.1 -0.2
H -4.745 -4.373 2.793 0.1 -0.1 -0.1
H 2.629 -1.011 -2.640 -0.2 0.0 -0.3
H 2.184 1.726 -3.941 -0.2 -0.2 0.0
C 1.917 -1.098 -3.472 0.3 -0.1 0.2
C 1.337 1.152 -4.345 0.0 0.2 0.1
N 0.992 0.037 -3.461 -1.3 0.0 0.3
H 1.365 -2.039 -3.392 0.1 0.2 0.0
C -0.121 0.057 -2.719 0.8 -0.8 -0.3
O -0.498 -0.924 -2.002 -0.1 0.8 -0.8
H 0.473 1.814 -4.455 0.2 -0.1 0.0
H -0.737 0.968 -2.792 0.3 -0.2 0.1
H 2.475 -1.054 -4.412 -0.2 -0.1 0.1
H 1.633 0.757 -5.325 -0.2 0.1 0.2
O 3.540 0.175 -0.051 -0.4 -1.1 -0.8
C 3.310 1.404 0.564 0.9 0.6 0.2
C 1.669 2.287 -1.151 0.1 0.3 0.1
C 2.195 2.318 0.147 0.1 -0.1 0.3
H 2.005 1.486 -1.809 0.0 0.4 0.3
C 0.734 3.240 -1.562 0.1 -0.2 0.2
H 3.433 1.344 1.655 -0.3 0.2 0.0
C 1.700 3.281 1.049 0.1 -0.3 -0.4
H 0.408 3.275 -2.605 0.0 -0.1 0.2
C 0.230 4.170 -0.655 0.0 0.0 0.1
C 0.703 4.171 0.663 0.1 0.0 -0.2
H 2.101 3.306 2.064 -0.1 0.0 -0.2
H -0.516 4.905 -0.973 0.3 -0.2 0.1
H 0.300 4.889 1.375 0.1 -0.1 -0.1
Si 3.390 -2.495 0.544 0.4 -2.5 1.0
Cl -0.437 0.773 0.552 0.6 1.9 0.8
C 3.914 -3.993 -0.526 -0.3 0.2 -0.3
C 2.601 -3.396 2.047 0.0 0.3 0.0
C 5.018 -1.751 1.003 0.0 0.2 0.2
H 3.959 -3.744 -1.590 0.1 0.0 0.0
H 3.212 -4.829 -0.418 0.0 0.2 0.0
H 4.905 -4.368 -0.229 -0.2 0.3 0.0
H 5.468 -1.305 0.109 -0.1 0.0 0.5
H 5.699 -2.527 1.391 -0.4 0.0 -0.1
H 4.853 -1.006 1.789 0.3 -0.1 -0.4
H 1.877 -2.747 2.558 0.2 -0.1 0.0
H 3.347 -3.747 2.777 -0.1 0.2 -0.2
H 2.052 -4.284 1.692 0.1 0.3 0.0
Se -2.193 -1.103 4.153 0.1 0.2 0.4
C -1.422 -1.567 2.655 0.6 -0.8 -2.6
N -1.022 -1.888 1.567 -0.9 0.5 2.7
```
Positions in Å, forces in eV/Å.

energy relative to the best compared isomer or geometry (same formula, charge and spin)	152.5	kcal per mole
maximum force	2.90	eV/Å
charge	0
M	680.5	g mol⁻¹
spin multiplicity	3

---

A structure of composition C24H43ClCoP2 in a non-equilibrium geometry, computed with ωB97M-V/def2-TZVPD.

```
71
Properties=species:S:1:pos:R:3:forces:R:3
Co -0.956 -0.496 0.425 1.7 1.2 -0.6
C 1.128 2.161 -2.029 -1.2 0.8 1.2
C 0.000 2.516 -1.200 1.2 1.1 1.2
C 1.901 3.423 -0.249 1.9 -1.1 -2.8
C 2.274 2.732 -1.443 0.4 1.8 2.4
C 0.493 3.297 -0.089 -1.4 -1.7 -2.8
C 1.075 1.530 -3.353 -0.1 -0.1 -0.4
H 0.062 1.252 -3.635 0.0 -0.2 0.0
H 1.747 0.669 -3.450 -0.1 0.1 0.0
H 1.398 2.264 -4.087 0.2 0.1 -0.3
C 3.619 2.797 -2.056 0.7 -0.4 -0.3
H 3.786 1.920 -2.714 0.1 0.5 0.3
H 4.413 2.799 -1.289 -0.2 0.0 -0.4
H 3.733 3.716 -2.668 0.0 -0.5 0.2
C 2.802 4.338 0.485 0.6 0.2 0.8
H 3.010 5.273 -0.082 -0.1 -0.5 0.3
H 3.783 3.856 0.698 -0.5 0.3 -0.2
H 2.380 4.623 1.464 0.2 0.0 -0.4
C -0.330 4.148 0.762 -0.7 0.5 0.2
H -0.428 5.141 0.294 0.0 -0.1 0.1
H 0.059 4.317 1.762 0.1 0.1 0.1
H -1.335 3.742 0.854 -0.2 0.1 0.0
C -1.386 2.579 -1.705 -0.9 -0.4 -0.1
H -1.583 3.513 -2.248 0.0 0.0 0.2
H -2.106 2.517 -0.873 0.0 0.0 -0.3
H -1.617 1.771 -2.425 0.0 0.4 0.4
C -0.673 -3.887 -0.034 0.5 -2.0 -2.2
C -1.180 -3.442 -1.201 0.9 -2.6 0.2
C -2.634 -3.326 -1.500 -1.2 0.1 -0.4
C -3.411 -2.602 -0.344 0.2 -0.3 -1.0
C -2.547 -1.625 0.401 -1.6 0.5 1.0
C -1.885 -1.955 1.559 -2.1 -0.5 0.9
C -1.898 -3.362 2.141 0.1 -0.7 -1.0
C -1.519 -4.455 1.068 -0.4 -0.4 1.2
H -3.118 -4.313 -1.683 0.6 0.4 0.3
H -3.822 -3.322 0.363 0.3 -0.1 0.1
H -2.776 -2.816 -2.475 0.1 0.0 0.6
H -2.429 -4.931 0.654 0.3 0.6 0.0
H 0.399 -4.220 -0.073 -1.1 0.5 0.2
H -0.504 -3.469 -2.067 -0.3 0.5 0.4
H -1.047 -5.345 1.567 0.0 1.1 -0.4
H -1.229 -3.444 2.986 0.4 0.2 0.2
H -1.737 -1.196 2.300 -0.2 0.0 0.5
H -2.883 -3.612 2.566 0.1 0.3 -0.2
H -4.316 -2.138 -0.745 0.3 0.3 -0.1
H -2.755 -0.516 0.176 -0.6 -0.8 0.2
P 1.091 -1.431 -0.412 0.4 1.1 2.8
P 0.149 0.614 2.161 -0.5 -0.2 -3.7
C 1.069 -2.078 1.362 0.6 -2.1 -0.3
C 0.804 -1.086 2.490 0.0 0.5 1.4
H 2.076 -2.499 1.434 0.1 -0.1 0.7
H 0.371 -2.958 1.389 1.0 1.4 0.2
H 0.125 -1.495 3.261 0.8 -0.3 -0.1
H 1.775 -0.820 2.903 0.0 -0.4 0.6
C 1.244 1.791 2.924 -0.1 0.1 0.4
H 1.080 2.767 2.459 0.1 -0.2 0.3
H 2.284 1.500 2.784 -0.1 0.0 0.1
H 0.934 1.776 3.975 0.5 0.4 0.1
C -1.548 1.078 2.687 0.3 -0.4 0.6
H -1.591 0.685 3.702 -1.0 0.5 0.3
H -2.310 0.621 2.018 0.4 0.4 0.7
H -1.642 2.178 2.595 0.2 -0.6 0.3
C 2.030 -2.403 -1.618 1.3 0.6 0.3
H 1.997 -1.804 -2.536 -0.1 -0.2 0.1
H 1.568 -3.353 -1.774 -0.2 -0.6 -0.2
H 3.108 -2.517 -1.366 -0.8 0.0 0.1
C -0.558 -0.814 -1.607 -2.9 -0.4 -2.2
H -1.000 0.157 -1.670 -0.1 1.0 -0.1
H -1.434 -1.531 -1.531 1.7 1.2 -1.0
H 0.016 -0.916 -2.515 0.0 -0.3 -0.2
Cl 2.403 0.115 0.077 0.5 -0.6 -0.8
```
Positions in Å, forces in eV/Å.

energy relative to the best compared isomer or geometry (same formula, charge and spin)	3.1	kcal per mole
maximum force	3.71	eV/Å
charge	+1
M	487.9	g mol⁻¹
spin multiplicity	5

---

A structure of composition C24H43CoN2P3S2 in a non-equilibrium geometry, computed with ωB97M-V/def2-TZVPD.

```
75
Properties=species:S:1:pos:R:3:forces:R:3
Co 0.003 -0.131 -0.086 0.4 0.4 -0.4
P -0.683 1.732 1.103 -0.8 1.5 1.5
P -2.092 -0.621 -0.685 -1.5 -0.2 -0.5
P 2.132 0.853 -0.327 1.3 0.6 -0.1
H -0.058 -2.615 -8.998 0.4 -0.1 0.1
C 0.963 -2.821 -8.657 0.3 -0.8 0.1
C 1.289 -4.014 -8.126 -0.2 0.7 -0.5
H 0.536 -4.802 -8.007 0.3 0.3 -0.1
C -1.113 3.200 0.076 0.2 -0.2 -0.1
C -2.187 1.645 2.164 -0.1 0.0 0.0
C 0.447 2.496 2.346 0.1 0.1 0.0
C -2.305 -2.109 -1.735 0.3 0.0 -0.2
C -3.232 -1.092 0.680 0.2 -0.1 0.4
C -3.010 0.650 -1.641 0.1 0.0 0.0
C 3.339 0.079 -1.478 -0.2 -0.1 -0.1
C 3.157 0.811 1.197 -0.2 0.1 0.1
C 2.181 2.590 -0.926 0.0 0.0 0.0
H 1.711 -2.039 -8.824 -0.2 -0.3 0.1
H 2.317 -4.256 -7.836 -0.4 0.1 -0.1
H -1.400 4.024 0.744 0.1 -0.3 -0.2
H -1.954 2.965 -0.585 0.2 0.1 0.1
H -0.257 3.512 -0.531 -0.3 0.0 0.1
H -2.240 2.548 2.792 0.0 -0.2 -0.3
H -2.145 0.773 2.826 -0.2 0.2 -0.1
H -3.096 1.587 1.551 0.2 0.0 0.2
H -0.113 3.249 2.920 0.2 -0.2 -0.3
H 1.307 2.983 1.872 -0.2 -0.1 0.2
H 0.812 1.741 3.052 0.0 0.3 -0.2
H -3.379 -2.302 -1.866 0.3 0.1 0.1
H -1.848 -2.981 -1.249 -0.2 0.2 -0.1
H -1.837 -1.972 -2.717 -0.3 -0.1 0.2
H -4.213 -0.613 0.546 0.3 -0.1 0.0
H -2.831 -0.823 1.661 -0.2 -0.1 -0.3
H -3.367 -2.182 0.660 0.0 0.3 0.0
H -3.854 0.174 -2.160 0.2 0.1 0.2
H -2.350 1.099 -2.393 -0.2 -0.1 0.2
H -3.398 1.439 -0.985 0.1 -0.2 -0.2
H 4.285 0.637 -1.439 -0.3 -0.1 0.0
H 2.966 0.084 -2.508 0.1 0.0 0.2
H 3.525 -0.960 -1.182 0.0 0.2 -0.1
H 4.081 1.391 1.051 -0.3 -0.2 0.0
H 3.420 -0.234 1.406 0.0 0.2 -0.1
H 2.618 1.209 2.062 0.2 -0.1 -0.2
H 3.192 2.826 -1.287 -0.2 -0.1 0.2
H 1.916 3.304 -0.138 0.1 -0.1 -0.2
H 1.483 2.707 -1.764 0.2 0.0 0.2
C 0.551 -1.288 -3.308 0.2 0.0 1.0
C 0.388 0.005 -3.842 -0.2 0.4 -0.7
C 0.170 0.152 -5.211 0.1 0.6 0.8
C 0.132 -0.958 -6.054 0.0 -0.1 0.2
C 0.291 -2.231 -5.510 0.1 -0.6 0.5
C 0.512 -2.415 -4.154 0.2 0.0 -0.5
S 0.835 -1.589 -1.620 0.6 -1.7 -1.8
H -0.274 0.168 -1.519 -0.6 0.6 0.5
H 0.454 0.886 -3.198 0.0 -0.3 -0.3
H 0.047 1.153 -5.617 0.0 -0.2 0.0
H 0.007 -0.837 -7.129 0.0 0.0 0.3
H 0.290 -3.086 -6.171 -0.1 0.0 0.0
H 0.692 -3.398 -3.720 -0.1 0.2 -0.3
N 0.635 -3.875 0.304 0.2 1.7 1.3
C 0.799 -3.245 1.485 -0.1 -1.9 -0.6
N 0.431 -2.008 1.792 -0.4 1.7 1.2
C 0.532 -1.788 3.170 -0.1 -0.5 -1.9
C 0.119 -0.658 3.911 -0.3 0.8 0.9
C 0.241 -0.639 5.304 -0.5 0.9 -1.7
C 0.834 -1.715 5.980 0.5 -1.1 0.1
C 1.257 -2.854 5.276 0.0 -0.1 -0.6
C 1.075 -2.885 3.895 0.5 -1.0 0.6
S 1.436 -4.206 2.802 0.0 0.3 0.7
H 0.920 -4.839 0.246 0.1 -0.2 -0.2
H 0.487 -3.318 -0.560 0.0 -0.6 0.5
H -0.321 0.183 3.377 0.1 -0.4 0.3
H -0.119 0.230 5.876 0.2 -0.5 -0.4
H 0.963 -1.676 7.059 0.0 0.0 -0.2
H 1.722 -3.709 5.762 -0.2 0.3 0.1
```
Positions in Å, forces in eV/Å.

energy relative to the best compared isomer or geometry (same formula, charge and spin)	0.0	kcal per mole
maximum force	2.56	eV/Å
charge	+3
M	575.6	g mol⁻¹
spin multiplicity	5